No. 1
Formula: C4H13N3O
Source: the OMol25 dataset
Level of theory: ωB97M-V/def2-TZVPD

Geometry as XYZ:
```
21
Properties=species:S:1:pos:R:3:forces:R:3:lowdin_charge:R:1
C -1.271 -0.624 0.852 -1.4 0.1 2.1 -0.3426
C -0.620 -1.564 -0.110 0.9 1.0 0.2 -0.1434
C 0.300 -0.707 -1.103 -1.2 0.9 -1.3 -0.1766
N 2.401 -0.829 0.369 -0.2 1.4 0.4 0.1333
C 1.909 0.472 0.208 -0.3 -2.2 -2.9 -0.3159
N 0.810 0.574 -0.719 3.3 -5.7 2.5 0.0804
N -2.082 0.406 0.261 0.5 0.2 -0.5 -0.0140
H -0.587 -0.135 1.573 0.6 -0.4 -0.4 0.1042
H -1.898 -1.179 1.569 0.1 -0.4 -0.3 0.1128
H -0.030 -2.286 0.434 0.2 -0.4 0.0 0.0917
H -1.365 -2.019 -0.767 0.2 -0.1 0.2 0.1140
H -0.465 -0.456 -1.846 0.5 -0.1 -0.3 0.1205
H 1.079 -1.407 -1.458 0.1 0.4 0.1 0.1219
H 3.371 -0.670 0.627 0.3 -0.4 0.4 0.0449
H 1.514 0.799 1.210 0.2 0.4 -0.4 0.2073
H 0.175 1.415 -0.510 -1.5 2.2 -1.4 -0.1510
H -1.477 1.278 0.254 -1.7 -0.3 -0.4 0.0182
H -2.997 0.481 0.680 0.2 0.2 0.1 0.0595
H 2.689 1.100 -0.283 -0.1 0.5 0.8 0.1806
H -0.980 2.998 -0.876 0.3 -0.5 0.0 0.0132
O -0.476 2.354 -0.367 -1.1 3.1 1.2 -0.2592
```
Forces are in eV/Å.

Calculated values
Orbital gap in eV: 5.206
2S+1: 1
F_max in hartree/bohr: 0.1378
LUMO energy in eV: -3.06
Energy in hartree: -399.4525



No. 2
Formula: C4H13N3O
Source: the OMol25 dataset
Level of theory: ωB97M-V/def2-TZVPD

Geometry as XYZ:
```
21
Properties=species:S:1:pos:R:3:forces:R:3:lowdin_charge:R:1
H 0.090 1.997 1.123 0.0 -0.2 0.1 0.0529
N -0.632 1.783 0.439 0.1 0.8 -0.2 0.0767
C -1.111 0.622 0.560 0.0 0.0 0.0 -0.3038
N -0.771 -0.335 1.462 0.3 -0.3 0.5 -0.2604
C -1.318 -1.669 1.469 0.0 0.0 0.1 -0.0573
N 0.237 -0.024 2.383 0.0 -0.1 0.1 0.0658
H -1.893 0.314 -0.126 -0.1 -0.2 -0.1 0.1223
H -0.516 -2.410 1.379 -0.1 0.0 0.0 0.0846
H -1.867 -1.860 2.398 0.0 0.0 -0.1 0.0839
H -1.996 -1.788 0.630 -0.1 0.0 -0.1 0.0817
H -0.119 -0.083 3.334 0.0 0.0 -0.2 0.0933
H 1.024 -0.663 2.286 -0.2 0.1 0.0 0.0915
C 1.594 -0.148 -1.552 -0.3 0.2 -0.3 -0.0880
C 0.599 0.587 -2.456 0.1 -0.3 0.1 -0.3493
O 0.515 1.958 -2.185 0.0 0.4 0.3 -0.1035
H 1.291 -0.056 -0.512 0.0 0.0 0.2 0.0375
H 1.637 -1.202 -1.814 0.0 -0.2 0.0 0.0671
H 2.584 0.284 -1.658 0.1 0.1 0.0 0.0719
H -0.392 0.111 -2.366 0.1 0.0 -0.1 0.0986
H 0.924 0.506 -3.499 -0.1 -0.1 0.1 0.1084
H 0.120 2.076 -1.295 0.0 -0.1 -0.3 0.0260
```
Forces are in eV/Å.

Calculated values
Orbital gap in eV: 9.712
2S+1: 1
F_max in hartree/bohr: 0.0157
LUMO energy in eV: 0.56
SMILES: [H]/N=C\N(C)N.CCO
Energy in hartree: -399.6615



No. 3
Formula: C4H13N3O2
Source: the OMol25 dataset
Level of theory: ωB97M-V/def2-TZVPD

Geometry as XYZ:
```
22
Properties=species:S:1:pos:R:3:forces:R:3:lowdin_charge:R:1
C 1.615 0.259 -0.954 -0.1 0.1 0.2 0.0309
C 1.700 -0.631 -2.137 0.0 -0.1 -0.1 -0.1440
N -1.425 -0.953 -1.311 0.2 0.1 0.3 0.0559
O -0.385 -0.399 -0.535 -0.2 0.1 0.2 -0.2688
H -1.703 -1.839 -0.891 0.0 0.1 0.0 0.0735
H -2.207 -0.303 -1.268 0.0 -0.1 0.0 0.0780
H 2.300 0.078 -0.139 0.0 0.0 0.0 0.0678
H 1.321 1.289 -1.079 0.0 0.0 0.0 0.0547
H 2.610 -0.368 -2.699 -0.1 0.0 0.1 0.0846
H 0.844 -0.523 -2.803 0.0 0.0 0.0 0.0646
H 1.794 -1.680 -1.850 0.0 0.1 0.0 0.0775
C -0.752 -1.072 1.821 0.0 0.1 0.0 -0.0115
C -0.613 0.162 0.955 -0.4 -0.2 -0.5 -0.6093
N 0.459 2.236 0.851 -0.1 -0.2 0.0 -0.0080
O -1.834 0.877 0.803 0.3 -0.1 0.1 0.0010
N 0.520 0.875 1.195 0.1 0.1 -0.1 -0.0398
H -2.342 0.783 1.616 0.0 0.0 0.0 0.1021
H -0.495 2.571 0.734 0.1 -0.1 0.0 0.0703
H 0.930 2.765 1.573 0.0 0.0 0.0 0.0720
H 0.208 -1.581 1.866 0.0 0.0 0.0 0.0882
H -1.041 -0.795 2.838 0.0 0.0 0.0 0.0859
H -1.505 -1.752 1.415 0.0 0.0 0.0 0.0745
```
Forces are in eV/Å.

Calculated values
Orbital gap (spin up / spin down) in eV: 6.850 / 7.962
2S+1: 1
F_max in hartree/bohr: 0.0130
LUMO energy (spin up / spin down) in eV: 0.22 / 0.75
Energy in hartree: -474.7277



No. 4
Formula: C4H13N3P2
Source: the OMol25 dataset
Level of theory: ωB97M-V/def2-TZVPD

Geometry as XYZ:
```
22
Properties=species:S:1:pos:R:3:forces:R:3:lowdin_charge:R:1
C -2.927 0.338 0.304 -1.8 -1.5 -0.1 -0.2505
C -1.664 1.190 0.286 -1.0 -1.9 -1.4 -0.2068
C 2.647 0.635 1.002 -1.8 -1.2 -1.1 -0.1832
C 1.941 -1.570 0.018 -1.8 -0.2 1.8 -0.2576
N -2.489 -1.024 0.023 -0.6 -2.4 -0.6 -0.3055
N -0.674 0.378 -0.476 1.0 1.4 -0.4 -0.5037
N 1.918 -0.156 -0.016 0.7 -0.1 0.8 -0.4907
P -1.064 -1.109 -0.818 -0.6 -0.9 0.3 0.9617
P 0.948 0.945 -1.277 0.2 1.2 0.8 0.6913
H -3.394 0.158 1.335 0.1 1.5 -1.5 0.1371
H -3.620 0.595 -0.565 0.3 0.2 1.6 0.1294
H -1.913 2.076 -0.224 0.3 1.3 -0.6 0.0970
H -1.542 1.363 1.300 1.8 0.5 1.8 0.0895
H 2.154 1.558 0.817 0.1 1.5 0.5 -0.0072
H 2.448 0.331 2.047 0.5 0.0 -0.4 0.0737
H 3.665 0.742 0.683 0.9 -0.1 0.6 0.0551
H 2.090 -2.005 -0.938 0.2 -0.5 -1.2 0.0339
H 2.578 -2.147 0.752 -0.3 1.1 -0.5 0.0878
H 0.828 -1.907 0.294 1.1 -0.1 -0.2 0.0026
H -3.199 -1.802 0.023 1.2 1.4 0.0 0.1109
H 0.099 1.512 -2.433 -0.5 -0.2 0.5 -0.1527
H 1.169 -0.102 -2.137 0.1 -0.9 -0.7 -0.1122
```
Forces are in eV/Å.

Calculated values
Orbital gap in eV: 6.136
2S+1: 1
F_max in hartree/bohr: 0.0514
LUMO energy in eV: -0.27
Energy in hartree: -1007.0078